Molecular formula: C23H47F3N4O5
Method: DFT, ωB97M-V with the def2-TZVPD basis set

Cartesian coordinates (Å):
C 8.027 2.142 0.405
C 6.899 2.659 1.336
C 5.702 1.715 1.445
C 4.641 1.938 0.360
C 4.883 1.142 -0.943
C 3.670 0.316 -1.369
C 3.595 -1.060 -0.670
C 2.194 -1.440 -0.154
C 1.602 -2.708 -0.829
C 0.589 -2.383 -1.945
C -0.869 -2.679 -1.582
C -1.316 -2.063 -0.232
C -1.388 -3.069 0.930
C -2.526 -2.844 1.924
C -2.506 -1.508 2.668
C -3.006 -0.271 1.931
C -4.445 -0.316 1.533
O -5.191 -1.246 1.622
O -4.874 0.904 1.048
C -5.587 0.807 -0.174
C -5.998 2.207 -0.611
C -4.898 2.976 -1.368
O -5.459 3.693 -2.464
C -4.164 3.993 -0.489
F -4.717 5.225 -0.578
F -2.859 4.093 -0.884
F -4.155 3.624 0.813
H 9.000 2.200 0.881
H 8.045 2.712 -0.518
H 7.828 1.106 0.152
H 7.325 2.823 2.323
H 6.572 3.632 0.977
H 6.055 0.686 1.438
H 5.228 1.872 2.414
H 4.644 3.001 0.121
H 3.643 1.728 0.739
H 5.767 0.516 -0.843
H 5.089 1.845 -1.750
H 3.735 0.157 -2.446
H 2.763 0.893 -1.199
H 4.296 -1.050 0.163
H 3.948 -1.809 -1.374
H 2.246 -1.616 0.918
H 1.500 -0.630 -0.351
H 1.118 -3.331 -0.084
H 2.429 -3.274 -1.250
H 0.832 -3.009 -2.806
H 0.682 -1.356 -2.291
H -1.062 -3.749 -1.581
H -1.477 -2.236 -2.370
H -0.586 -1.299 0.030
H -2.279 -1.587 -0.390
H -0.444 -3.144 1.454
H -1.547 -4.054 0.488
H -3.473 -3.036 1.429
H -2.418 -3.616 2.685
H -3.130 -1.616 3.556
H -1.501 -1.306 3.035
H -2.419 -0.014 1.054
H -2.916 0.591 2.595
H -6.481 0.195 -0.079
H -4.965 0.373 -0.962
H -6.300 2.783 0.260
H -6.869 2.162 -1.256
H -4.149 2.272 -1.732
H -5.544 3.063 -3.188
N -0.892 4.962 -5.449
C -1.917 4.239 -4.900
N -2.615 4.867 -3.912
O -2.187 3.108 -5.271
H -0.654 5.890 -5.158
H -0.361 4.524 -6.178
H -3.367 4.367 -3.474
H -2.410 5.796 -3.596
N 0.950 -6.551 4.074
C 0.151 -5.441 4.100
N -0.630 -5.307 5.216
O 0.133 -4.629 3.193
H 0.977 -7.229 4.810
H 1.533 -6.677 3.269
H -1.227 -4.503 5.264
H -0.631 -5.964 5.972

Calculated values
**Max |F|**: 1.08 eV/A
**Gap between HOMO and LUMO**: 10.4593 eV
**SMILES**: CCCCCCCCCCCCCCCCC(=O)OCC[C@@H](O)C(F)(F)F.NC(N)=O.NC(N)=O
**Highest occupied orbital energy**: -9.886 eV
**Energy**: -48965.9040 eV